[1]
2 unconnected molecules or ions with the total composition CH3O3S in a non-equilibrium geometry. Source: OMol25; level of theory: ωB97M-V/def2-TZVPD.

Results
gap between HOMO and LUMO	7.9487	eV
charge	-1
HOMO level	-4.4	eV
DFT total energy	-18063.7805	eV

```
8
Properties=species:S:1:pos:R:3:lowdin_charge:R:1
S 1.780 -0.860 -0.062 0.68
O -0.613 -0.362 -0.804 -0.23
O 1.474 0.760 0.349 -0.60
O -2.715 -0.587 -0.203 -0.06
C -1.673 0.002 -0.290 -0.73
H 2.901 -0.876 0.696 -0.18
H -1.618 1.015 0.148 0.09
H 0.464 0.908 0.165 0.03
```



[2]
3 unconnected molecules or ions with the total composition CH3O3S in a non-equilibrium geometry. Source: OMol25; level of theory: ωB97M-V/def2-TZVPD.

Results
gap between HOMO and LUMO	6.2728	eV
charge	-1
HOMO level	-2.3	eV
DFT total energy	-18062.5432	eV

```
8
Properties=species:S:1:pos:R:3:lowdin_charge:R:1
S 1.022 -1.628 0.830 0.63
O -0.294 -3.046 4.058 -0.03
O 1.270 -0.281 1.477 -0.83
O 0.340 -2.695 1.969 -0.39
C 0.235 -2.350 3.207 -0.52
H -0.112 2.175 1.028 0.01
H 0.545 -1.336 3.529 0.12
H 0.219 1.500 1.514 0.00
```



[3]
CH3O4P in the gas phase in a non-equilibrium geometry. Source: OMol25; level of theory: ωB97M-V/def2-TZVPD.

Results
spin multiplicity	3
gap between HOMO and LUMO (spin up / spin down)	11.6579 / 6.2419	eV
charge	0
<S²>	2.012
HOMO level (spin up / spin down)	-11.1 / -10.9	eV
DFT total energy	-18559.8341	eV

```
9
Properties=species:S:1:pos:R:3:lowdin_charge:R:1
P -1.850 -0.548 0.089 0.33
O -2.464 2.072 -0.140 0.20
O -2.132 1.043 -0.790 -0.08
O -2.184 -1.517 -0.923 -0.24
O -2.296 -0.560 1.473 -0.25
C -0.041 -0.232 0.063 -0.08
H 0.428 -0.984 0.538 0.02
H 0.271 -0.269 -0.983 0.07
H -0.132 0.665 0.617 0.04
```



[4]
2 unconnected molecules or ions with the total composition CH3O4PS in a non-equilibrium geometry. Source: OMol25; level of theory: ωB97M-V/def2-TZVPD.

Results
gap between HOMO and LUMO	4.7353	eV
charge	-2
HOMO level	1.5	eV
DFT total energy	-29400.0324	eV

```
10
Properties=species:S:1:pos:R:3:lowdin_charge:R:1
S 1.366 1.861 0.061 0.40
P -1.987 -0.633 0.222 0.25
O -0.167 1.705 0.163 -0.88
O -1.245 -1.804 0.724 -0.41
O -2.874 0.114 1.192 -0.44
O -2.232 -0.439 -1.272 -0.45
C 1.771 0.036 -0.227 -0.42
H 0.987 -0.645 0.250 0.03
H 2.665 -0.034 0.214 -0.09
H 1.716 -0.161 -1.327 0.01
```



[5]
2 unconnected molecules or ions with the total composition CH3O4PS in a non-equilibrium geometry. Source: OMol25; level of theory: ωB97M-V/def2-TZVPD.

Results
gap between HOMO and LUMO (spin up / spin down)	5.4406 / 5.4401	eV
charge	-2
HOMO level (spin up / spin down)	0.4 / 0.4	eV
DFT total energy	-29400.1393	eV

```
10
Properties=species:S:1:pos:R:3:lowdin_charge:R:1
S 1.163 1.196 0.154 0.59
P -2.538 1.778 0.941 0.00
O -2.815 2.164 -0.507 -0.50
O -2.926 0.099 0.912 -0.32
O -3.341 2.569 1.954 -0.47
O -1.023 1.636 1.310 -0.58
C 2.103 0.294 1.231 -0.57
H 2.460 0.759 2.046 -0.10
H 1.810 -0.731 1.243 -0.06
H -2.019 -0.083 0.528 0.01
```



[6]
A molecular structure, CH3O4S in a non-equilibrium geometry. Source: OMol25; level of theory: ωB97M-V/def2-TZVPD.

Results
gap between HOMO and LUMO	8.8582	eV
charge	-1
HOMO level	-4.8	eV
DFT total energy	-20110.9607	eV

```
9
Properties=species:S:1:pos:R:3:lowdin_charge:R:1
S 2.958 -0.086 -0.043 0.53
O 3.355 -0.675 -1.282 -0.34
O 2.512 -1.039 0.946 -0.35
O 3.666 1.111 0.347 -0.34
O 0.990 0.689 -0.540 -0.33
C 0.328 0.789 0.641 -0.33
H 0.978 0.167 1.230 0.02
H -0.646 0.216 0.709 0.07
H 0.162 1.846 0.909 0.06
```



[7]
A molecular structure, CH3O4Si in a non-equilibrium geometry. Source: OMol25; level of theory: ωB97M-V/def2-TZVPD.

Results
gap between HOMO and LUMO	7.5868	eV
charge	-1
HOMO level	-4.1	eV
DFT total energy	-17154.9009	eV

```
9
Properties=species:S:1:pos:R:3:lowdin_charge:R:1
Si 0.351 -0.258 0.211 0.58
O -0.095 0.939 -0.631 -0.43
O 2.327 -1.140 -0.441 -0.10
O -2.173 1.923 0.638 -0.12
O 0.829 -2.581 -1.392 -0.02
C 1.231 -1.655 -0.748 -0.84
H -1.873 1.823 -0.272 -0.01
H -1.706 1.196 1.077 -0.02
H 1.109 -0.246 1.558 -0.04
```



[8]
CH3OPS in the gas phase in a non-equilibrium geometry. Source: OMol25; level of theory: ωB97M-V/def2-TZVPD.

Results
gap between HOMO and LUMO (spin up / spin down)	5.0465 / 5.0459	eV
charge	0
HOMO level (spin up / spin down)	-7.5 / -7.5	eV
DFT total energy	-23252.2208	eV

```
7
Properties=species:S:1:pos:R:3:lowdin_charge:R:1
S -3.024 -1.802 1.813 0.42
P -0.216 -1.038 0.743 0.87
O -1.581 -1.883 1.026 -1.06
C -0.145 0.504 0.064 -0.19
H 0.814 0.854 0.076 -0.04
H -0.877 1.279 0.067 0.01
H 0.120 -1.775 -0.306 -0.01
```